ORCA calculation (the ωB97M-V functional and the def2-TZVPD basis) on a 3-piece molecular cluster, C15H37BrO11P2Si overall at a distorted geometry.

```
67
Properties=species:S:1:pos:R:3:lowdin_charge:R:1
O 2.13370 -8.07151 -0.85721 0.06
C 1.08735 -7.94816 -1.31087 -0.84
Br 0.31400 -9.56196 -2.16092 0.65
C 0.32221 -6.60365 -1.23941 -0.27
Si -1.24368 -6.54444 -2.35358 0.68
C -2.72952 -6.91781 -1.17840 -0.31
O -3.73237 -7.74599 -1.77957 -0.22
O -3.64435 -8.99791 -1.17541 -0.06
H 1.00884 -5.76278 -1.42516 0.08
H -0.00830 -6.50420 -0.18672 0.09
H -1.17863 -7.48131 -3.48289 -0.06
H -1.44791 -5.20725 -2.95766 -0.04
H -3.12384 -5.92816 -0.87551 0.08
H -2.33040 -7.41218 -0.27456 0.08
H -3.17564 -9.58435 -1.79171 0.09
C -1.23879 0.15587 0.83024 -0.08
C -1.85306 -1.03885 0.12013 -0.29
O -2.37009 -0.68977 -1.16189 -0.21
P -1.31897 -0.40603 -2.38964 0.62
O -0.87670 -1.79874 -2.73554 -0.23
O -2.42753 -0.19494 -3.59618 -0.23
C -2.35279 -0.96930 -4.79218 -0.31
C -3.24768 -2.19172 -4.71338 -0.07
O -1.37765 1.23834 -2.10112 -0.20
C -0.42310 2.07449 -2.78869 -0.27
C -0.68245 2.16684 -4.28179 -0.08
H -0.33648 0.49712 0.31629 0.06
H -0.96643 -0.10255 1.85515 0.08
H -1.93547 0.99451 0.84733 0.08
H -1.12225 -1.84888 0.02014 0.11
H -2.69154 -1.41821 0.70504 0.12
H -1.32086 -1.24657 -5.01135 0.10
H -2.68455 -0.32848 -5.61334 0.11
H -3.12709 -2.72752 -3.77188 0.07
H -3.03553 -2.87874 -5.53512 0.08
H -4.29754 -1.89798 -4.77417 0.08
H 0.58691 1.70624 -2.59231 0.11
H -0.50470 3.06747 -2.34622 0.12
H -0.42498 1.23229 -4.78615 0.07
H -0.07882 2.95816 -4.72792 0.08
H -1.73451 2.36840 -4.48205 0.09
C 0.56732 3.49414 6.37096 -0.09
C 0.17549 2.98853 4.99330 -0.29
O 0.66530 3.83463 3.95574 -0.21
P 2.26452 3.80197 3.59321 0.62
O 2.37857 2.50125 2.85170 -0.22
O 2.24846 4.82410 2.29476 -0.23
C 2.79470 4.41193 1.04425 -0.31
C 1.71710 3.85665 0.13342 -0.08
O 2.54712 5.12457 4.57553 -0.20
C 3.92119 5.46975 4.85458 -0.27
C 4.65530 6.01063 3.64072 -0.08
H 1.64756 3.42332 6.52240 0.07
H 0.07710 2.90785 7.15025 0.08
H 0.29421 4.54310 6.48896 0.08
H 0.53184 1.96445 4.83946 0.11
H -0.91108 2.97878 4.90496 0.12
H 3.60059 3.69162 1.19015 0.10
H 3.24491 5.29363 0.58065 0.12
H 1.07121 3.14613 0.64995 0.07
H 2.16041 3.35882 -0.73212 0.07
H 1.07025 4.66002 -0.22606 0.08
H 4.43894 4.59797 5.26204 0.11
H 3.89570 6.23258 5.63277 0.12
H 4.86442 5.21704 2.91941 0.07
H 5.61021 6.44861 3.93351 0.08
H 4.05981 6.76814 3.13171 0.09
```

Properties
HOMO energy, eV: -9.51
Maximum force, Eh/bohr: 0.1593
Electronic energy, a.u.: -4967.48953
Multiplicity: 1
Frontier orbital gap, eV: 8.8
Molar mass, g/mol: 563.39
SMILES: O=C(Br)C[SiH2]COO.CCOP(=O)(OCC)OCC.CCOP(=O)(OCC)OCC